No. 1
# C15H34BrO7P

3 unconnected molecules or ions with the total composition C15H34BrO7P in a non-equilibrium geometry (wB97M-V/def2-TZVPD, OMol25).

Last column: Mulliken charge in e.
CARTESIAN COORDINATES (ANGSTROEM)
C1 -4.2821 -0.5768 0.4174  -1.12
C2 -3.0975 -1.4886 0.0273  -0.24
P1 -1.5473 -0.6395 -0.5356  0.10
C3 -1.9035 1.1374 -0.9212  -1.01
O1 -0.4604 -0.6717 0.8019  -0.34
C4 -0.7928 0.1331 1.7885  0.55
O2 -1.8354 0.1799 2.3118  -0.50
O3 0.2350 0.9366 2.1647  -0.26
C5 0.4095 0.8890 3.5936  -0.64
C6 1.8567 1.2880 3.9012  0.02
C7 2.2758 2.5069 3.1139  -1.11
Br1 1.9561 1.6466 5.8145  -0.14
H1 -4.0175 0.4570 0.5835  0.32
H2 -4.6777 -0.9383 1.3599  0.32
H3 -5.1065 -0.6635 -0.2759  0.31
H4 -3.4096 -2.1703 -0.7520  0.26
H5 -2.8261 -2.1027 0.8801  0.31
H6 -1.4112 1.3499 -1.8557  0.35
H7 -2.9675 1.2200 -1.1069  0.37
H8 -1.6120 1.8210 -0.1305  0.35
H9 0.2749 -0.1211 3.9518  0.41
H10 -0.2524 1.5680 4.1152  0.33
H11 2.4597 0.4241 3.6752  0.37
H12 1.6470 3.3439 3.3928  0.36
H13 3.2818 2.7836 3.4086  0.32
H14 2.2172 2.3190 2.0544  0.32
C8 7.3960 3.9413 -0.8385  -0.69
O4 7.7827 4.7427 0.2643  -0.37
C9 6.6842 5.3700 0.9090  -0.54
C10 6.3066 4.6557 2.1883  -0.49
O5 5.7814 3.3612 1.9289  -0.29
C11 6.7198 2.3276 2.1740  -0.83
H15 8.2587 3.3483 -1.1383  0.24
H16 6.5770 3.2663 -0.5795  0.29
H17 7.0949 4.5742 -1.6803  0.32
H18 5.8230 5.4327 0.2371  0.33
H19 6.9952 6.3904 1.1550  0.37
H20 5.5187 5.2273 2.6898  0.36
H21 7.1640 4.5989 2.8650  0.36
H22 6.8643 2.1925 3.2513  0.33
H23 7.6820 2.5346 1.6999  0.38
H24 6.3160 1.4054 1.7581  0.24
C12 -4.6858 -6.7475 -3.7329  -0.66
O6 -5.9224 -6.1590 -4.0981  -0.37
C13 -6.5070 -5.3974 -3.0524  -0.49
C14 -6.2993 -3.9132 -3.2608  -0.52
O7 -4.9293 -3.5545 -3.1404  -0.25
C15 -4.3101 -3.3496 -4.4007  -0.84
H25 -4.2195 -7.1321 -4.6386  0.24
H26 -4.0133 -6.0206 -3.2716  0.26
H27 -4.8518 -7.5809 -3.0419  0.32
H28 -6.1134 -5.7062 -2.0794  0.32
H29 -7.5814 -5.6067 -3.0636  0.37
H30 -6.8431 -3.3706 -2.4805  0.35
H31 -6.6993 -3.6000 -4.2294  0.34
H32 -4.6561 -2.4073 -4.8388  0.31
H33 -4.5120 -4.1701 -5.0928  0.36
H34 -3.2346 -3.2852 -4.2407  0.26

Electronic energy = -109767.6331 eV
SMILES = CCP(C)OC(=O)OC[C@@H](C)Br.COCCOC.COCCOC

---

No. 2
# C15H34ClN3O5P

2 unconnected molecules or ions with the total composition C15H34ClN3O5P (wB97M-V/def2-TZVPD, OMol25).

Last column: Mulliken charge in e.
CARTESIAN COORDINATES (ANGSTROEM)
C1 -0.6895 -0.0276 0.0356  -0.74
O1 -0.1122 0.7141 -1.0141  -0.36
C2 1.1311 0.2437 -1.5014  -0.43
C3 2.1362 1.3983 -1.6885  -1.00
C4 1.8007 2.6475 -0.8842  -0.70
C5 1.9701 2.4326 0.6171  -0.76
C6 1.3566 3.5394 1.4682  0.59
C7 2.4272 4.5522 1.9269  -1.09
N1 2.0854 5.2880 3.2018  0.00
C8 1.4612 4.3987 4.2322  -0.28
P1 1.0665 5.2656 5.8678  0.29
O2 1.2077 4.0424 6.8903  -0.38
Cl1 2.9413 6.1874 5.9408  -0.28
C9 0.2361 3.8100 3.5418  -0.13
O3 -0.4771 3.1540 4.5133  -0.39
N2 -1.8707 2.6621 3.9784  0.31
O4 -2.6881 3.3383 4.3755  -0.17
O5 0.6671 2.9177 2.5531  -0.42
H1 -1.3077 0.6407 0.6353  0.26
H2 -1.3200 -0.8341 -0.3510  0.15
H3 0.0724 -0.4714 0.6859  0.40
H4 1.5294 -0.5225 -0.8293  0.37
H5 0.9693 -0.2449 -2.4660  0.39
H6 3.1299 1.0447 -1.4012  0.35
H7 2.1978 1.6620 -2.7437  0.38
H8 2.4670 3.4491 -1.2171  0.44
H9 0.7741 2.9483 -1.0909  0.44
H10 3.0291 2.3025 0.8560  0.45
H11 1.4681 1.5135 0.9197  0.21
H12 0.6261 4.0815 0.8556  0.30
H13 3.4050 4.0977 2.0708  0.43
H14 2.5234 5.3183 1.1590  0.33
H15 1.4415 6.0520 2.9833  0.38
H16 2.9131 5.7311 3.6178  0.36
H17 2.1620 3.5719 4.3733  0.44
H18 1.8222 3.3237 6.6775  0.36
H19 -0.3591 4.6210 3.0722  0.51
C10 -0.2150 -3.8116 -1.2776  -1.38
C11 -1.5171 -3.6976 -2.0558  -0.33
N3 -1.4705 -4.3713 -3.3389  0.08
C12 -2.5761 -4.0243 -4.2161  -0.70
C13 -3.9925 -4.4269 -3.7893  -0.98
C14 -1.1013 -5.7782 -3.2981  -0.70
C15 -1.9574 -6.7198 -2.4414  -0.96
H20 0.6260 -3.4723 -1.8851  0.29
H21 -0.2673 -3.1910 -0.3806  0.36
H22 -0.0124 -4.8320 -0.9529  0.40
H23 -1.7150 -2.6411 -2.2639  0.45
H24 -2.3433 -4.0414 -1.4116  0.19
H25 -2.3626 -4.4511 -5.1993  0.37
H26 -2.5493 -2.9378 -4.3470  0.39
H27 -4.1661 -5.4965 -3.8970  0.23
H28 -4.7228 -3.9135 -4.4170  0.40
H29 -4.1985 -4.1514 -2.7541  0.27
H30 -0.0671 -5.8444 -2.9529  0.36
H31 -1.0856 -6.1348 -4.3305  0.37
H32 -2.1662 -6.2933 -1.4587  0.26
H33 -1.4238 -7.6584 -2.2831  0.37
H34 -2.9094 -6.9605 -2.9111  0.27

Electronic energy = -52615.9465 eV
Total charge = +1

---

No. 3
# C15H34F3N6O6S

3 unconnected molecules or ions with the total composition C15H34F3N6O6S in a non-equilibrium geometry (wB97M-V/def2-TZVPD, OMol25).

Last column: Mulliken charge in e.
CARTESIAN COORDINATES (ANGSTROEM)
N1 2.1622 5.1522 -3.8219  -0.28
C1 0.7946 5.0434 -3.9085  0.02
N2 0.0183 5.7803 -5.0064  -0.29
C2 -1.4083 5.3835 -4.6375  0.09
N3 -1.4533 4.4510 -3.4344  -0.12
N4 -0.1239 4.2553 -3.0006  0.21
S1 0.2110 3.2727 -1.5958  1.13
O1 -1.1888 2.7667 -1.0774  -0.53
O2 0.9201 4.1162 -0.4919  -0.52
C3 1.2302 1.7358 -1.9246  0.70
F1 0.4748 0.5083 -1.5026  -0.19
F2 2.4915 1.8561 -1.1016  -0.20
F3 1.6614 1.5549 -3.3304  -0.23
H1 2.6196 5.8722 -3.1853  0.28
H2 2.8250 4.5550 -4.3725  0.28
H3 -2.4070 5.7313 -5.1762  0.36
H4 -2.3474 4.0762 -3.0278  0.31
C4 5.8968 -4.7860 -0.6099  -0.70
O3 5.5884 -3.8275 0.3941  -0.33
C5 5.6254 -2.4729 -0.0722  -0.84
C6 4.2094 -1.8849 -0.1866  -0.08
N5 3.4632 -2.4981 -1.2907  -0.34
C7 2.0193 -2.2332 -1.2609  -0.03
C8 1.2258 -2.6788 -0.0159  -0.39
O4 1.1054 -4.0938 0.1348  -0.46
C9 2.2480 -4.7299 0.6886  -0.49
H5 6.0811 -5.7446 -0.1171  0.24
H6 5.0552 -4.9186 -1.2937  0.30
H7 6.7926 -4.5059 -1.1718  0.33
H8 6.1817 -2.3812 -1.0173  0.39
H9 6.1742 -1.9022 0.6843  0.39
H10 4.2768 -0.8057 -0.3516  0.31
H11 3.7136 -2.0529 0.7729  0.15
H12 3.5984 -3.5026 -1.2680  0.12
H13 1.5945 -2.7489 -2.1321  0.38
H14 1.8581 -1.1606 -1.4242  -0.32
H15 0.2022 -2.3085 -0.1413  0.33
H16 1.5940 -2.2186 0.9085  0.31
H17 2.7537 -4.1087 1.4328  0.26
H18 2.9335 -5.0152 -0.1099  0.13
H19 1.9242 -5.6533 1.1768  0.32
C10 -1.7665 -0.2589 4.0494  -0.67
O5 -1.9562 0.9559 3.3351  -0.40
C11 -1.7372 0.8344 1.9240  -0.45
C12 -3.0625 0.8996 1.1475  -0.06
N6 -3.8720 -0.3036 1.3688  -0.36
C13 -5.2688 -0.1771 0.9345  -0.72
C14 -6.1261 0.9388 1.5653  -0.48
O6 -6.4326 0.7415 2.9461  -0.43
C15 -5.3890 1.0968 3.8413  -0.50
H20 -1.7144 -0.0198 5.1153  0.24
H21 -2.6114 -0.9349 3.8999  0.31
H22 -0.8362 -0.7555 3.7585  0.29
H23 -1.1644 -0.0720 1.6760  0.26
H24 -1.1257 1.6948 1.6326  0.19
H25 -2.8525 1.0021 0.0790  0.40
H26 -3.5856 1.7999 1.4802  0.10
H27 -3.8700 -0.5305 2.3570  0.10
H28 -5.7491 -1.1381 1.1609  0.36
H29 -5.2862 -0.0693 -0.1569  0.38
H30 -7.0910 0.9312 1.0461  0.38
H31 -5.7098 1.9391 1.3978  0.33
H32 -4.8134 1.9585 3.4927  0.27
H33 -4.7389 0.2373 4.0082  0.13
H34 -5.8359 1.3514 4.8062  0.32

Electronic energy = -56300.6093 eV
Total charge = +1

---

No. 4
# C15H35AgN5O5

A molecular structure, C15H35AgN5O5 in a non-equilibrium geometry (wB97M-V/def2-TZVPD, OMol25).

Last column: Mulliken charge in e.
CARTESIAN COORDINATES (ANGSTROEM)
Ag1 12.9836 -8.2348 28.4119  0.89
C1 13.0429 -10.3354 25.4339  -0.92
C2 14.3404 -10.1621 26.1894  0.68
O1 14.3976 -10.0172 27.4168  -0.72
N1 15.4332 -10.3414 25.4511  -0.18
C3 16.8434 -10.4371 25.7746  -0.84
H1 12.2896 -10.6765 26.1476  0.05
H2 13.0716 -11.2023 24.7689  0.47
H3 12.7617 -9.4336 24.9041  0.19
H4 15.2997 -10.5497 24.4745  0.28
H5 17.3036 -9.4668 25.9387  0.17
H6 17.3676 -10.9042 24.9398  0.38
H7 17.0183 -11.1463 26.5862  0.31
C4 8.3775 -9.0909 27.6035  -1.33
C5 9.6682 -9.6676 28.1280  0.56
O2 10.7512 -9.1073 27.9797  0.10
N2 9.5745 -10.8775 28.7113  -0.13
C6 8.3856 -11.6168 29.1591  -1.05
H8 7.7181 -8.7437 28.3971  0.32
H9 7.9109 -9.9183 27.0605  0.42
H10 8.5508 -8.2955 26.8864  0.23
H11 10.4742 -11.2155 29.0271  0.29
H12 8.6869 -12.4899 29.7276  0.36
H13 7.8494 -11.9882 28.2874  0.33
H14 7.7871 -10.9360 29.7578  0.34
C7 17.8416 -7.8012 28.5946  -1.23
C8 16.4557 -7.3606 28.1732  0.70
O3 15.5217 -7.4296 28.9553  -0.61
N3 16.3344 -6.9104 26.9035  -0.10
C9 15.1486 -6.1900 26.4513  -0.57
H15 17.7554 -8.8362 28.9201  0.25
H16 18.3886 -7.2384 29.3462  0.35
H17 18.4818 -7.7464 27.7060  0.36
H18 17.1542 -6.7374 26.3493  0.24
H19 14.8519 -6.4664 25.4394  0.30
H20 15.3518 -5.1339 26.6192  0.40
H21 14.2661 -6.4640 27.0257  -0.07
C10 14.1567 -10.2756 31.6622  -0.84
C11 12.9004 -9.4550 31.3961  0.78
O4 12.9982 -8.3470 30.8841  -0.79
N4 11.7604 -9.9715 31.9021  -0.16
C12 10.4746 -9.3084 31.7715  -0.74
H22 14.7349 -10.3868 30.7410  0.10
H23 13.9255 -11.2655 32.0557  0.36
H24 14.8713 -9.7523 32.2962  0.29
H25 11.8024 -10.8308 32.4173  0.21
H26 10.2140 -8.7771 32.6870  0.35
H27 9.6734 -10.0191 31.5727  0.28
H28 10.5309 -8.5987 30.9493  0.14
C13 10.0098 -4.8271 27.9956  -1.40
C14 10.8257 -5.8532 27.2431  0.62
O5 11.8696 -6.2934 27.7351  -0.68
N5 10.3818 -6.1955 26.0232  -0.08
C15 11.1220 -6.9383 25.0349  -0.61
H29 10.3921 -3.8430 27.7255  0.34
H30 10.2400 -4.9976 29.0460  0.31
H31 8.9327 -4.8752 27.8511  0.45
H32 9.4947 -5.7701 25.8023  0.22
H33 11.0406 -6.5059 24.0341  0.44
H34 10.6598 -7.9136 24.8686  0.24
H35 12.1555 -6.9615 25.3536  -0.06

Total charge = +1
ΔE to the lowest compared entry with this formula, charge and spin = 23.7 kcal/mol